Formula: C22H46Cl14N2O2P
Source: the Open Molecules 2025 dataset
Level of theory: the ωB97M-V functional and the def2-TZVPD basis

The calculation puts the total energy at -7909.5029 a.u. The total charge is +1. For the HOMO-LUMO gap, the calculation gives 9.06 eV. The value obtained for the lowest unoccupied orbital energy is -2.9 eV. The value obtained for the relative energy (zero: lowest compared OMol25 entry of this formula, charge and spin) is 5.507 eV.

Atoms and positions in Å:
1 H -2.16 3.80 1.94
2 H 5.93 -2.05 -2.54
3 H -5.46 1.67 1.40
4 H -0.61 2.26 -1.35
5 H 0.16 -3.03 0.90
6 H 0.60 -4.33 2.02
7 N -2.95 1.62 0.43
8 H -0.91 0.95 2.11
9 C 3.48 -4.72 5.38
10 H -0.17 0.49 -0.83
11 C -3.52 0.45 0.87
12 C -1.16 -4.76 0.85
13 H 8.01 3.34 4.27
14 C 8.52 2.48 2.36
15 Cl -5.51 3.62 -1.07
16 H -5.38 -0.03 2.28
17 H -5.89 0.47 -3.74
18 O 1.83 -0.18 0.89
19 Cl -4.80 -0.86 -1.40
20 H -5.76 5.75 -2.01
21 H -2.94 -1.53 2.05
22 H -0.67 3.49 2.62
23 H -1.82 -4.44 1.67
24 H 1.81 2.55 -1.28
25 C -3.05 1.03 -6.58
26 H -5.77 0.11 0.35
27 H 6.77 -0.55 -2.11
28 Cl 1.40 -4.76 -0.14
29 H -2.53 1.58 -7.37
30 Cl 5.82 -0.08 0.60
31 Cl 8.85 0.90 1.61
32 O 1.33 -0.03 3.24
33 H 4.36 -1.34 2.06
34 H 3.88 -5.72 5.19
35 Cl -6.45 2.90 -4.28
36 H -4.64 4.75 -2.95
37 H 4.38 0.39 2.93
38 Cl 2.57 -4.21 3.93
39 C -6.61 -0.26 -3.36
40 H -7.19 -0.64 -4.21
41 H -1.65 -1.01 0.76
42 C 2.28 -0.25 2.30
43 H 4.76 -2.01 -0.27
44 C -5.61 4.75 -2.44
45 Cl -7.76 0.58 -2.29
46 C 0.21 -4.12 1.02
47 H -6.64 -2.10 -2.20
48 H -4.19 -0.09 -8.02
49 H 3.12 1.50 1.12
50 C 2.46 1.00 0.28
51 H -7.70 4.32 -2.85
52 N -1.16 3.54 1.68
53 C -6.75 4.42 -3.39
54 H -1.10 -5.85 0.87
55 C -2.79 -1.01 1.00
56 C 8.08 2.35 3.81
57 H 3.12 0.67 -0.64
58 Cl 4.47 -0.21 -2.54
59 C 5.72 -1.51 -0.47
60 C -5.14 0.52 1.28
61 H -6.86 5.21 -4.13
62 H 4.18 -2.71 5.84
63 Cl -1.95 -4.28 -0.67
64 H -3.32 -1.74 0.21
65 Cl -5.18 -0.58 -5.96
66 C -5.92 -1.42 -2.66
67 H 5.01 -4.01 6.72
68 C -4.37 0.50 -7.12
69 H 7.76 2.99 1.75
70 Cl 5.90 -3.71 4.57
71 C 4.57 -3.73 5.75
72 C 5.86 -1.14 -1.94
73 H 8.79 1.76 4.39
74 H 3.73 -1.18 3.84
75 H 1.43 3.07 0.50
76 Cl 6.47 1.60 3.97
77 C 1.41 2.15 -0.23
78 Cl -3.29 2.18 -5.24
79 H 6.52 -2.18 -0.17
80 H 9.44 3.06 2.30
81 H -2.40 0.23 -6.23
82 H -5.33 -1.99 -3.38
83 H -5.06 1.31 -7.37
84 C 3.80 -0.63 2.79
85 P -1.29 1.84 1.04
86 H 2.75 -4.80 6.20
87 C -0.12 1.62 -0.50


Formula: C37H29BrF4N5O2PS3Ti
Source: the Open Molecules 2025 dataset
Level of theory: the ωB97M-V functional and the def2-TZVPD basis

The calculation puts the total energy at -7210.3351 a.u. The total charge is -2. For the HOMO-LUMO gap, the calculation gives 5.12 eV. The value obtained for the lowest unoccupied orbital energy is 3.8 eV. The value obtained for the relative energy (zero: lowest compared OMol25 entry of this formula, charge and spin) is 6.618 eV.

Atoms and positions in Å:
1 N -3.67 2.91 1.17
2 H 2.09 4.77 -3.16
3 C -0.51 -1.51 -1.32
4 C 3.90 3.65 -2.85
5 C -2.52 2.25 0.73
6 C 3.71 -3.64 -2.09
7 S -1.04 3.18 0.69
8 C -1.70 -0.74 -0.86
9 C 2.91 3.24 5.57
10 C 3.58 1.38 -2.13
11 C -1.35 -0.78 -2.32
12 C 3.49 -2.81 -3.17
13 H 4.56 4.47 -3.11
14 C 2.44 1.37 4.03
15 H 0.60 2.90 -2.54
16 H -1.50 -4.84 -1.08
17 H -3.79 -4.06 -1.53
18 H 2.57 1.21 6.15
19 C -1.34 -2.39 -4.24
20 H -4.29 -2.24 -2.93
21 H 2.87 4.31 2.38
22 C -0.07 -0.49 -5.21
23 H 0.12 -2.59 -5.70
24 C 2.81 3.64 3.23
25 H -4.44 0.19 6.19
26 S 2.18 -0.37 3.90
27 F 3.46 -4.09 0.19
28 C -2.96 -3.44 -1.86
29 H -3.86 -0.71 2.19
30 N -1.46 0.44 -0.07
31 C -0.59 -2.97 -1.15
32 H 0.36 -0.21 -6.17
33 C 2.20 -1.28 -1.80
34 F 2.61 -0.89 -4.11
35 C -1.63 -3.80 -1.36
36 Ti 0.20 1.10 0.52
37 C 3.20 -3.28 -0.85
38 C 1.67 2.77 -2.53
39 C -3.79 -0.35 5.50
40 Br 1.97 -1.63 1.05
41 H 3.05 3.57 6.59
42 O -1.15 1.65 -2.58
43 H -2.58 -1.29 -0.55
44 C 2.52 2.29 2.96
45 H -3.50 3.62 1.86
46 H 3.23 5.18 4.66
47 C -0.42 -1.90 -5.06
48 H -3.12 -2.65 4.47
49 C -3.25 -2.43 -2.69
50 H -4.43 2.28 1.40
51 H -2.72 -0.79 -3.95
52 C 3.01 4.13 4.50
53 C 2.52 3.81 -2.88
54 C -3.86 -2.06 3.90
55 H 0.30 -3.46 -0.76
56 N -2.37 -0.20 3.59
57 F 4.00 -3.14 -4.38
58 H 0.13 1.48 -4.60
59 C 2.19 1.52 -2.18
60 S 2.35 1.95 1.21
61 H -2.48 -1.81 2.26
62 C -3.15 -1.21 2.87
63 O -4.62 -1.27 4.80
64 H -2.43 1.27 5.06
65 F 4.42 -4.78 -2.23
66 C 4.42 2.43 -2.47
67 H -3.03 -0.90 6.07
68 N -2.64 1.02 0.38
69 H -4.56 -2.74 3.41
70 C 2.46 -2.12 -0.70
71 C 2.63 1.91 5.32
72 C -1.32 0.30 2.98
73 C -0.63 0.50 -2.86
74 H -3.87 1.21 4.01
75 N -0.38 0.72 2.45
76 P 1.01 0.13 -1.64
77 C 2.75 -1.65 -3.02
78 C -0.17 0.48 -4.30
79 H 5.50 2.28 -2.41
80 C -2.21 -1.55 -3.33
81 C -3.12 0.61 4.54
82 H -1.50 -3.46 -4.21
83 H 4.02 0.45 -1.81


Q: Number 1 is which compound?
A: C22H46Cl14N2O2P


Q: What is the formula in the second record?
A: C37H29BrF4N5O2PS3Ti


Q: Which of these has the lowest relative energy (zero: lowest compared OMol25 entry of this formula, charge and spin)?
A: C22H46Cl14N2O2P